# 1
Density functional theory data (wB97M-V/def2-TZVPD) for a structure of composition C40H42Cl2N3OP2Si2V.

```
! wB97M-V def2-TZVPD RIJCOSX def2/J DEFGRID3
* xyz 2 1
V 0.393 0.422 -0.580
C 1.213 -1.068 -3.990
Si 0.693 -2.272 -2.669
C 2.107 -3.329 -2.088
C -0.688 -3.358 -3.266
N 0.083 -1.317 -1.246
P -1.416 -1.339 -0.548
C -1.267 0.240 0.170
P -0.691 0.911 1.673
N 0.887 0.936 1.186
Si 2.267 1.849 1.930
C 3.680 0.660 2.158
C 2.686 3.268 0.807
C 1.692 2.463 3.589
C -0.959 -0.148 3.079
C 0.040 -1.043 3.458
C -0.181 -1.906 4.519
C -1.393 -1.877 5.195
C -2.395 -0.996 4.808
C -2.186 -0.133 3.746
C -1.414 2.515 1.922
C -1.638 3.031 3.199
C -2.156 4.308 3.338
C -2.441 5.069 2.212
C -2.211 4.561 0.940
C -1.700 3.283 0.789
C -2.752 -1.337 -1.718
C -2.867 -0.234 -2.568
C -3.853 -0.222 -3.539
C -4.725 -1.300 -3.654
C -4.614 -2.391 -2.803
C -3.625 -2.417 -1.833
C -1.581 -2.653 0.639
C -0.548 -3.572 0.797
C -0.679 -4.595 1.724
C -1.829 -4.686 2.494
C -2.854 -3.757 2.347
C -2.737 -2.739 1.418
H 1.217 -1.590 -4.950
H 0.511 -0.235 -4.081
H 2.216 -0.668 -3.838
H 1.763 -4.172 -1.486
H 2.587 -3.753 -2.975
H 2.876 -2.801 -1.525
H -0.263 -4.046 -4.001
H -1.126 -3.969 -2.473
H -1.485 -2.799 -3.757
H 4.241 0.460 1.246
H 4.380 1.109 2.868
H 3.358 -0.291 2.587
H 3.155 2.949 -0.124
H 1.794 3.852 0.563
H 3.389 3.935 1.311
H 1.203 1.695 4.192
H 2.575 2.790 4.144
H 1.029 3.324 3.501
H 0.985 -1.058 2.928
H 0.595 -2.596 4.824
H -1.559 -2.544 6.031
H -3.338 -0.978 5.338
H -2.970 0.551 3.445
H -1.407 2.447 4.081
H -2.337 4.710 4.326
H -2.846 6.066 2.328
H -2.436 5.158 0.067
H -1.522 2.888 -0.204
H -2.192 0.610 -2.473
H -3.948 0.627 -4.201
H -5.497 -1.286 -4.411
H -5.297 -3.224 -2.897
H -3.531 -3.276 -1.180
H 0.354 -3.485 0.205
H 0.114 -5.321 1.845
H -1.932 -5.486 3.215
H -3.746 -3.833 2.954
H -3.539 -2.019 1.297
Cl -0.244 4.165 -3.545
C 1.224 3.310 -3.321
C 2.377 3.695 -4.045
C 3.556 3.026 -3.892
Cl 4.942 3.511 -4.786
C 3.654 1.926 -2.992
C 4.809 1.159 -2.756
C 4.765 0.120 -1.856
C 3.572 -0.152 -1.183
N 2.465 0.546 -1.378
C 2.497 1.569 -2.278
C 1.278 2.256 -2.449
O 0.216 1.816 -1.740
H 2.306 4.531 -4.726
H 5.722 1.393 -3.286
H 5.639 -0.484 -1.661
H 3.511 -0.957 -0.461
*
```

HOMO-LUMO gap (alpha / beta) = 6.54 / 6.51 eV
Electronic energy = -133737.4494 eV
LUMO energy (alpha / beta) = -6.83 / -6.86 eV
Relative energy (zero: lowest compared OMol25 entry of this formula, charge and spin) = 0.18 kcal/mol

***

# 2
Density functional theory data (wB97M-V/def2-TZVPD) for a structure of composition C40H42FIrNO6.

```
! wB97M-V def2-TZVPD RIJCOSX def2/J DEFGRID3
* xyz -2 2
Ir 1.128 -0.179 1.321
O 0.800 -3.695 3.958
C 0.763 -2.896 2.879
O 0.578 -1.704 2.986
C 0.872 -3.692 1.599
O 1.045 -2.885 0.480
C 2.346 -3.035 -0.113
C 3.457 -2.615 0.858
O 4.430 -3.376 0.975
O 3.252 -1.518 1.449
H 0.663 -3.127 4.731
H -0.067 -4.256 1.522
H 1.693 -4.406 1.734
H 2.353 -2.379 -0.984
H 2.490 -4.075 -0.420
C -1.790 -0.708 -2.163
C -0.945 -1.693 -1.349
C -0.487 -2.827 -2.263
C -1.691 -2.167 -0.111
C -2.378 -3.376 -0.139
C -3.149 -3.808 0.932
C -3.242 -3.003 2.056
C -2.569 -1.787 2.129
C -2.741 -0.936 3.376
C -2.307 -1.667 4.649
C -4.188 -0.457 3.532
C -1.771 -1.353 1.047
N -1.096 -0.120 1.117
C -1.897 0.985 1.074
C -3.212 0.969 0.547
C -4.022 2.092 0.475
C -3.578 3.321 0.936
C -2.304 3.378 1.493
C -1.517 2.253 1.568
F -0.327 2.399 2.202
H -1.205 -0.301 -2.991
H -2.111 0.138 -1.562
H -2.677 -1.208 -2.568
H -0.067 -1.130 -1.027
H -1.324 -3.249 -2.829
H -0.009 -3.635 -1.708
H 0.228 -2.435 -2.989
H -2.316 -3.992 -1.028
H -3.680 -4.751 0.884
H -3.857 -3.321 2.892
H -2.104 -0.058 3.265
H -2.889 -2.580 4.802
H -2.451 -1.025 5.522
H -1.253 -1.938 4.598
H -4.863 -1.303 3.699
H -4.519 0.079 2.643
H -4.277 0.218 4.388
H -3.590 0.027 0.171
H -5.009 1.999 0.035
H -4.189 4.210 0.860
H -1.898 4.300 1.891
C 1.384 0.699 -0.391
C 1.538 1.304 -1.443
C 1.695 1.974 -2.690
C 3.034 2.062 -3.226
C 3.471 3.078 -4.112
C 4.775 3.149 -4.572
C 5.735 2.223 -4.173
C 5.341 1.230 -3.278
C 4.041 1.150 -2.817
C 0.522 2.486 -3.341
C 0.449 2.842 -4.714
C -0.721 3.295 -5.298
C -1.901 3.422 -4.569
C -1.865 3.059 -3.222
C -0.704 2.605 -2.629
H 2.767 3.844 -4.412
H 5.054 3.959 -5.241
H 6.756 2.283 -4.532
H 6.066 0.499 -2.932
H 3.764 0.379 -2.109
H 1.325 2.720 -5.338
H -0.714 3.543 -6.356
H -2.813 3.779 -5.033
H -2.761 3.132 -2.614
H -0.711 2.327 -1.581
C 2.931 -0.140 4.077
O 3.090 0.944 3.162
C 2.310 1.084 2.093
C 2.665 2.403 1.477
H 3.613 -0.939 3.794
H 1.907 -0.490 4.059
H 3.175 0.267 5.058
H 3.312 2.990 2.133
H 1.771 2.955 1.202
H 3.168 2.180 0.532
*
```

HOMO-LUMO gap (alpha / beta) = 3.58 / 3.58 eV
Electronic energy = -61491.2021 eV
LUMO energy (alpha / beta) = 3.85 / 3.85 eV
⟨S²⟩ = 0.76
Relative energy (zero: lowest compared OMol25 entry of this formula, charge and spin) = 0.00 kcal/mol

***

# 3
Density functional theory data (wB97M-V/def2-TZVPD) for a structure of composition C40H42FN3O7PPt at a distorted geometry.

```
! wB97M-V def2-TZVPD RIJCOSX def2/J DEFGRID3
* xyz 3 5
Pt -0.477 1.161 1.985
C 0.147 5.617 0.158
N 1.273 4.863 0.709
C 2.574 5.465 0.449
C 1.064 3.780 1.426
O -0.092 3.323 1.620
C 2.254 3.073 2.065
O 1.830 1.842 2.621
C 1.908 1.764 4.047
C 1.040 0.587 4.432
O -0.173 0.669 4.091
N 1.517 -0.440 5.092
C 2.924 -0.616 5.444
C 0.611 -1.493 5.550
H 0.262 5.706 -0.922
H 0.136 6.621 0.581
H -0.787 5.122 0.397
H 2.684 5.613 -0.625
H 3.402 4.860 0.802
H 2.634 6.446 0.921
H 2.685 3.723 2.830
H 3.015 2.851 1.316
H 1.436 2.638 4.506
H 2.945 1.688 4.370
H 3.583 -0.355 4.618
H 3.081 -1.664 5.684
H 3.198 -0.033 6.325
H -0.418 -1.201 5.374
H 0.760 -1.662 6.616
H 0.832 -2.417 5.015
C -5.181 -0.490 -4.076
C -4.820 0.982 -3.866
C -4.471 1.730 -5.145
C -3.228 1.151 -5.804
C -2.120 0.987 -4.813
C -0.813 0.850 -5.235
C 0.215 0.789 -4.308
F 1.449 0.652 -4.726
C -0.015 0.891 -2.936
C -1.318 0.993 -2.483
C -1.556 1.074 -1.032
O -0.570 1.072 -0.270
C -2.931 1.121 -0.649
C -3.906 1.116 -1.610
N -3.667 1.067 -2.935
C -2.390 1.015 -3.409
C -3.423 1.211 0.809
O -4.607 1.406 0.947
O -2.562 1.052 1.752
H -5.959 -0.565 -4.834
H -5.570 -0.927 -3.156
H -4.320 -1.074 -4.400
H -5.660 1.481 -3.383
H -4.297 2.781 -4.899
H -5.322 1.692 -5.822
H -2.892 1.806 -6.609
H -3.439 0.185 -6.276
H -0.579 0.806 -6.292
H 0.803 0.881 -2.227
H -4.942 1.160 -1.296
O 0.482 -0.839 1.915
P 0.868 -1.903 0.894
C 1.879 -1.188 -0.430
C 2.422 0.074 -0.193
C 3.307 0.624 -1.111
C 3.635 -0.075 -2.265
C 3.076 -1.322 -2.509
C 2.198 -1.884 -1.593
C -0.571 -2.750 0.231
C -0.460 -3.882 -0.575
C -1.605 -4.543 -0.987
C -2.857 -4.089 -0.589
C -2.967 -2.978 0.236
C -1.827 -2.300 0.640
C 1.877 -3.121 1.765
C 1.215 -4.060 2.557
C 1.951 -5.051 3.187
C 3.335 -5.080 3.054
C 3.989 -4.122 2.290
C 3.263 -3.127 1.651
H 2.144 0.609 0.704
H 3.747 1.595 -0.923
H 4.322 0.355 -2.981
H 3.331 -1.866 -3.408
H 1.761 -2.851 -1.798
H 0.509 -4.280 -0.849
H -1.524 -5.426 -1.606
H -3.747 -4.616 -0.906
H -3.938 -2.654 0.587
H -1.895 -1.445 1.303
H 0.136 -4.032 2.647
H 1.444 -5.810 3.767
H 3.906 -5.852 3.552
H 5.064 -4.159 2.177
H 3.770 -2.383 1.049
*
```

HOMO-LUMO gap (alpha / beta) = 7.61 / 4.45 eV
Electronic energy = -76191.8785 eV
LUMO energy (alpha / beta) = -8.45 / -11.61 eV
⟨S²⟩ = 6.05

***

# 4
Density functional theory data (wB97M-V/def2-TZVPD) for a structure of composition C40H42GeN5O6S2Tc.

```
! wB97M-V def2-TZVPD RIJCOSX def2/J DEFGRID3
* xyz 1 4
Tc -0.221 0.787 0.380
O -0.535 1.721 -1.284
C 0.262 1.886 -2.311
C -0.240 2.555 -3.444
C 0.539 2.760 -4.557
C 1.863 2.304 -4.591
C 2.377 1.655 -3.500
C 1.613 1.430 -2.335
C 2.252 0.762 -1.250
N 1.707 0.473 -0.101
N 2.461 -0.228 0.807
C 1.751 -0.579 1.840
O 0.476 -0.277 1.943
C 2.383 -1.347 2.921
C 3.728 -1.710 2.839
C 4.303 -2.464 3.846
C 3.544 -2.857 4.942
C 2.210 -2.485 5.036
C 1.630 -1.734 4.028
H -1.263 2.904 -3.393
H 0.121 3.276 -5.411
H 2.475 2.464 -5.467
H 3.395 1.289 -3.514
H 3.290 0.468 -1.380
H 4.297 -1.384 1.979
H 5.344 -2.750 3.783
H 3.994 -3.461 5.718
H 1.624 -2.788 5.893
H 0.588 -1.446 4.082
C -5.364 0.375 6.507
C -4.848 0.744 5.145
C -5.578 1.573 4.298
C -5.115 1.881 3.029
C -3.896 1.377 2.603
C -3.151 0.545 3.429
C -3.634 0.232 4.690
S -3.329 1.764 0.952
O -4.457 1.630 0.078
O -2.669 3.041 0.996
N -2.229 0.596 0.659
C -2.872 -0.632 0.224
C -2.007 -1.442 -0.693
O -2.432 -2.396 -1.309
O -0.725 -1.120 -0.773
H -6.154 1.052 6.829
H -4.563 0.390 7.246
H -5.776 -0.636 6.494
H -6.533 1.966 4.625
H -5.691 2.500 2.353
H -2.209 0.138 3.082
H -3.070 -0.439 5.329
H -3.803 -0.412 -0.299
H -3.120 -1.287 1.071
Ge -0.062 -2.708 -1.956
C 1.868 -2.426 -2.095
C 2.414 -2.033 -3.318
C 3.789 -1.977 -3.486
C 4.629 -2.309 -2.430
C 4.092 -2.731 -1.222
C 2.718 -2.800 -1.056
C -0.923 -2.924 -3.696
C -0.927 -1.953 -4.692
C -1.537 -2.217 -5.909
C -2.133 -3.449 -6.137
C -2.109 -4.427 -5.152
C -1.511 -4.164 -3.930
H -0.351 -3.785 -0.910
H 1.761 -1.791 -4.148
H 4.201 -1.688 -4.444
H 5.702 -2.246 -2.553
H 4.748 -3.018 -0.410
H 2.303 -3.157 -0.121
H -0.470 -0.984 -4.522
H -1.551 -1.458 -6.680
H -2.625 -3.646 -7.080
H -2.560 -5.393 -5.337
H -1.504 -4.919 -3.152
C -2.699 4.968 4.646
C -1.192 5.008 4.430
N -0.779 4.269 3.240
C -0.208 3.096 3.067
S 0.449 2.832 1.465
N 0.051 2.192 3.997
C -0.336 2.157 5.405
C 0.743 2.719 6.326
H -2.971 5.652 5.449
H -3.041 3.967 4.904
H -3.218 5.280 3.739
H -0.663 4.638 5.303
H -0.878 6.040 4.269
H -1.077 4.678 2.364
H 0.589 1.405 3.662
H -0.510 1.112 5.655
H -1.282 2.681 5.527
H 1.644 2.107 6.279
H 0.383 2.724 7.354
H 1.022 3.737 6.052
*
```

HOMO-LUMO gap (alpha / beta) = 7.49 / 6.50 eV
Electronic energy = -142278.7949 eV
LUMO energy (alpha / beta) = -3.07 / -4.23 eV
⟨S²⟩ = 3.78

***

# 5
Density functional theory data (wB97M-V/def2-TZVPD) for the ion C40H42N3 with charge +1 at a distorted geometry.

```
! wB97M-V def2-TZVPD RIJCOSX def2/J DEFGRID3
* xyz 1 1
C 3.044 -4.835 -1.626
N 1.725 -4.571 -2.220
C 1.045 -5.721 -2.699
C 1.184 -6.979 -2.050
C 0.544 -8.119 -2.535
C -0.228 -8.052 -3.709
C -0.317 -6.833 -4.400
C 0.322 -5.690 -3.915
C 1.235 -3.241 -2.241
C -0.122 -2.887 -2.460
C -0.635 -1.582 -2.222
C 0.213 -0.570 -1.727
C -0.155 0.812 -1.074
C 0.169 0.682 0.456
C -0.199 1.715 1.342
C 0.321 1.745 2.631
C 1.050 0.657 3.128
N 1.485 0.637 4.452
C 2.810 0.082 4.713
C 0.703 1.076 5.521
C 1.266 1.162 6.815
C 0.464 1.485 7.910
C -0.900 1.761 7.741
C -1.463 1.721 6.461
C -0.679 1.356 5.362
C 1.323 -0.437 2.288
C 0.762 -0.462 1.010
C -1.483 1.406 -1.143
C -2.486 0.512 -0.378
C -3.937 0.603 -0.790
C -4.344 2.070 -0.772
C -3.500 2.924 -1.732
C -2.051 2.578 -1.877
N -1.361 3.673 -2.354
C -2.099 4.732 -3.094
C -0.019 3.991 -2.048
C 0.479 4.062 -0.732
C 1.863 4.182 -0.530
C 2.707 4.409 -1.630
C 2.170 4.575 -2.910
C 0.800 4.403 -3.114
C 1.589 -0.876 -1.712
C 2.092 -2.155 -1.926
H 3.822 -4.268 -2.149
H 3.081 -4.590 -0.557
H 3.277 -5.896 -1.743
H 1.800 -7.076 -1.151
H 0.636 -9.070 -2.003
H -0.746 -8.939 -4.081
H -0.893 -6.777 -5.325
H 0.292 -4.761 -4.484
H -0.789 -3.680 -2.796
H -1.694 -1.409 -2.437
H 0.524 1.560 -1.485
H -0.940 2.475 1.068
H 0.112 2.608 3.255
H 3.425 0.785 5.292
H 2.737 -0.871 5.258
H 3.310 -0.095 3.753
H 2.330 0.958 6.959
H 0.918 1.522 8.902
H -1.525 2.009 8.604
H -2.516 1.967 6.302
H -1.158 1.288 4.386
H 1.914 -1.289 2.604
H 0.808 -1.383 0.441
H -1.380 2.339 -0.525
H -2.176 -0.544 -0.296
H -2.423 0.869 0.658
H -4.064 0.192 -1.800
H -4.546 0.018 -0.087
H -5.369 2.147 -1.137
H -4.330 2.497 0.251
H -3.540 3.967 -1.342
H -3.961 2.902 -2.743
H -1.373 5.391 -3.576
H -2.733 4.270 -3.858
H -2.712 5.366 -2.426
H -0.209 4.060 0.121
H 2.285 4.094 0.477
H 3.794 4.465 -1.485
H 2.806 4.804 -3.769
H 0.359 4.523 -4.096
H 2.303 -0.094 -1.418
H 3.155 -2.335 -1.772
*
```

HOMO-LUMO gap = 6.10 eV
SMILES = CN(c1ccccc1)c1ccc(C(c2ccc(N(C)c3ccccc3)cc2)[C@@H]2CCCC/C2=[N+](\C)c2ccccc2)cc1
Electronic energy = -46622.8431 eV
LUMO energy = -3.25 eV
Relative energy (zero: lowest compared OMol25 entry of this formula, charge and spin) = 75.12 kcal/mol

***

Look up the electronic energy of the fifth one.
-46622.8431 eV